Record 1
33
Properties=species:S:1:pos:R:3:forces:R:3 method="wB97M-V/def2-TZVPD" homo_energy_ev=-2.4 de_lowest_kj_mol=1273.71 total_charge=-1 e_lumo_ev=2.948 multiplicity=1 energy_ha=-4078.7152 largest_force_ha_per_bohr=0.2166 orbital_gap_ha=0.197
Br -14.934 17.764 -6.502 -2.59 7.18 2.14
O -18.530 17.741 -5.745 -0.63 1.39 1.65
S -18.516 17.570 -7.150 1.56 -1.82 -1.49
O -19.693 17.041 -7.782 -1.21 0.54 -0.42
O -18.038 18.952 -7.984 -0.46 -1.42 2.19
C -18.702 20.125 -7.566 -1.75 1.22 -2.14
C -20.056 20.222 -8.387 1.43 1.09 -0.34
C -17.088 16.465 -7.496 -10.33 4.16 -0.07
H -17.990 20.922 -7.783 -0.19 0.17 -0.59
H -18.991 20.404 -6.553 0.44 -1.53 0.71
H -20.769 19.421 -8.192 0.03 0.35 0.54
H -19.920 20.227 -9.468 0.63 -0.51 -0.14
H -20.388 21.254 -8.275 -0.83 -0.09 0.67
H -16.222 17.024 -7.141 -3.51 2.15 2.61
H -17.109 16.437 -8.586 -0.87 -0.22 -0.18
H -17.159 15.476 -7.043 -5.21 3.73 2.41
C -15.568 15.444 -7.818 7.19 -4.60 -2.16
O -14.559 15.281 -6.813 2.26 -1.93 -0.34
P -13.065 15.945 -7.031 -1.46 0.01 2.69
O -12.804 17.290 -6.424 5.84 -4.21 -0.88
O -12.176 14.698 -6.424 -0.48 2.23 0.19
C -12.535 13.358 -6.542 0.45 -1.00 -0.02
O -12.923 15.805 -8.600 -0.17 -0.73 -0.12
C -11.614 15.640 -9.032 2.17 1.44 -1.71
H -15.247 15.021 -8.770 0.18 -0.30 -0.33
H -15.694 16.525 -7.861 3.96 -2.80 -2.82
H -16.497 15.005 -7.453 5.13 -3.82 -2.33
H -12.503 12.851 -5.578 -0.18 0.33 0.36
H -11.705 12.905 -7.086 -0.35 -0.42 -0.57
H -13.526 13.190 -6.964 0.22 0.08 -0.27
H -11.412 16.436 -9.747 -0.08 0.26 -0.17
H -11.342 14.757 -9.610 -0.83 -0.66 0.42
H -10.828 15.803 -8.295 -0.34 -0.25 0.49


Record 2
16
Properties=species:S:1:pos:R:3:forces:R:3 method="wB97M-V/def2-TZVPD" homo_energy_ev="-8.4 / -8.7" de_lowest_kj_mol=590.26 total_charge=0 e_lumo_ev="0.292 / -0.126" multiplicity=1 energy_ha=-731.1311 largest_force_ha_per_bohr=0.0920 orbital_gap_ha="0.320 / 0.316"
C -0.004 -0.773 -0.021 -0.59 -0.33 -0.54
C -0.967 0.349 0.063 1.85 -1.57 -1.82
C 1.480 -0.474 -0.028 -3.49 0.30 1.72
C -0.402 -2.270 0.175 -1.38 2.57 1.14
C -0.134 3.100 -0.111 -2.77 -1.48 1.62
O -0.764 -0.246 -1.183 0.18 1.01 0.91
Cl -2.491 0.327 0.722 -1.52 0.21 0.75
H 1.652 0.494 -0.370 0.54 1.83 0.26
H 1.868 -1.090 -0.696 1.99 -2.88 -3.18
H 1.802 -0.829 0.912 0.96 0.48 1.32
H 0.439 -2.842 -0.214 -0.86 -0.58 -0.73
H -1.527 -2.296 -0.077 2.11 -0.80 -0.62
H -0.452 -2.489 1.232 0.35 -0.05 0.59
H 0.795 3.254 -0.523 2.04 0.26 -0.63
H -0.296 2.623 0.889 0.39 0.94 -1.07
H -1.000 3.163 -0.770 0.21 0.11 0.28


Record 3
18
Properties=species:S:1:pos:R:3:forces:R:3 method="wB97M-V/def2-TZVPD" homo_energy_ev=-10.0 de_lowest_kj_mol=396.72 total_charge=0 smiles="CS(=O)(=O)ONC1CC1" e_lumo_ev=0.683 multiplicity=1 energy_ha=-836.3146 largest_force_ha_per_bohr=0.0863 orbital_gap_ha=0.393
C -2.541 0.302 0.488 -2.16 -0.20 3.36
C -1.678 1.098 -0.368 3.85 1.43 1.68
C -1.728 -0.393 -0.533 0.33 0.37 -0.15
C 3.115 -0.427 -0.066 -0.14 -3.60 -1.15
N -0.782 -1.274 -0.043 3.37 -0.68 -0.95
O 1.017 0.055 1.514 0.32 0.61 1.11
O 1.460 1.427 -0.519 -0.15 2.22 -0.44
O 0.656 -0.931 -0.657 -0.75 0.41 0.12
S 1.489 0.213 0.180 -0.56 -3.55 -1.94
H -2.301 0.105 1.605 0.08 0.42 -2.09
H -3.645 0.411 0.433 0.86 -0.30 -0.47
H -2.078 1.668 -1.131 -1.12 0.82 -1.46
H -0.702 1.682 0.024 -2.44 -1.89 -0.70
H -2.082 -0.887 -1.378 -1.49 0.25 -1.60
H 3.571 -0.194 -1.058 -0.33 0.88 1.25
H 3.598 -0.231 0.872 0.94 0.40 0.01
H 3.077 -1.599 -0.198 -0.36 2.17 0.82
H -0.448 -1.023 0.835 -0.23 0.24 2.58


Record 4
61
Properties=species:S:1:pos:R:3:forces:R:3 method="wB97M-V/def2-TZVPD" homo_energy_ev="-14.2 / -14.2" de_lowest_kj_mol=83.33 total_charge=+2 e_lumo_ev="-8.480 / -7.819" multiplicity=3 energy_ha=-2343.6795 largest_force_ha_per_bohr=0.0396 orbital_gap_ha="0.209 / 0.233"
W 0.443 1.561 -0.351 0.70 1.90 0.20
C -3.556 1.404 0.675 0.24 0.04 -0.03
Sb -1.933 0.328 -0.216 -1.52 -1.13 0.28
C -2.963 -0.514 -1.913 0.14 0.22 0.16
C -1.574 -1.301 1.195 -0.02 0.36 -0.22
C -1.749 -2.697 0.702 0.03 -0.26 -0.11
C -2.721 -3.480 1.318 0.10 0.03 -0.03
C -2.841 -4.828 1.040 -0.03 -0.02 -0.10
C -1.952 -5.423 0.162 -0.06 -0.03 0.09
C -1.004 -4.651 -0.483 -0.03 0.10 0.07
C -0.914 -3.277 -0.264 -0.11 -0.11 0.13
C -0.038 -2.506 -1.206 0.05 0.36 0.04
Sb 1.413 -1.017 -0.565 0.31 -1.76 -0.50
C 2.623 -1.124 -2.334 -0.04 0.14 0.21
C 2.595 -2.196 0.788 -0.15 0.36 -0.04
H -4.351 0.698 0.903 0.01 -0.08 0.05
H -3.936 2.133 -0.041 0.09 -0.01 -0.05
H -3.251 1.932 1.580 0.01 -0.11 -0.08
H -3.111 -1.583 -1.748 0.11 0.09 0.03
H -2.423 -0.330 -2.846 -0.02 -0.06 0.21
H -3.938 -0.022 -1.957 0.15 -0.04 0.02
H -2.256 -1.136 2.030 0.11 0.10 0.04
H -0.539 -1.166 1.549 -0.25 0.14 0.01
H -3.373 -3.021 2.045 -0.11 0.01 0.11
H -3.621 -5.403 1.510 -0.04 -0.13 0.11
H -2.004 -6.483 -0.028 -0.01 -0.11 -0.05
H -0.331 -5.120 -1.185 0.04 -0.04 -0.13
H -0.675 -1.965 -1.915 0.16 0.00 -0.08
H 0.554 -3.219 -1.785 0.05 0.21 -0.02
H 2.677 -2.158 -2.673 -0.07 0.03 0.07
H 3.633 -0.790 -2.105 0.06 0.05 -0.04
H 2.196 -0.504 -3.124 0.04 -0.07 0.06
H 2.836 -3.123 0.279 -0.04 -0.10 -0.16
H 2.045 -2.424 1.696 -0.07 0.05 0.02
H 3.522 -1.685 1.032 0.05 0.08 0.05
S -0.793 3.573 -0.337 0.19 -0.35 -0.31
C -1.375 3.737 -1.958 0.52 -0.50 0.01
C -2.242 4.824 -2.192 -0.10 0.13 -0.02
N -2.906 5.747 -2.320 -0.41 0.41 -0.11
C -0.952 2.911 -2.966 0.30 -0.12 0.84
S 0.222 1.667 -2.694 -0.13 0.21 0.19
C -1.421 3.019 -4.291 -0.02 0.11 -0.09
N -1.771 3.045 -5.379 -0.25 0.04 -0.62
N 0.340 1.640 2.034 -0.35 0.21 -0.21
C 1.488 1.064 2.787 0.65 -0.25 0.26
C 2.585 2.099 3.033 -0.22 0.08 -0.26
C 2.970 2.914 1.797 0.11 -0.15 0.13
C 3.534 2.079 0.639 0.24 0.00 0.46
N 2.648 2.192 -0.541 -0.02 -0.02 -0.33
H 0.248 2.622 2.324 -0.05 -0.25 -0.10
H -0.515 1.199 2.393 0.28 0.14 -0.30
H 1.879 0.209 2.218 -0.13 0.17 0.13
H 1.163 0.685 3.761 -0.11 -0.01 -0.17
H 3.466 1.587 3.419 -0.02 -0.04 0.08
H 2.257 2.795 3.808 0.00 -0.05 0.06
H 3.711 3.646 2.114 -0.04 0.09 -0.09
H 2.102 3.487 1.439 0.18 0.03 0.02
H 3.615 1.015 0.902 -0.04 0.22 -0.03
H 4.538 2.426 0.383 -0.10 -0.08 -0.06
H 3.103 1.721 -1.334 -0.30 0.24 0.20
H 2.620 3.189 -0.801 -0.06 -0.45 -0.03


Record 5
17
Properties=species:S:1:pos:R:3:forces:R:3 method="wB97M-V/def2-TZVPD" homo_energy_ev=-9.7 total_charge=0 e_lumo_ev=-1.063 multiplicity=1 energy_ha=-1236.4376 largest_force_ha_per_bohr=0.0856 orbital_gap_ha=0.317
C -2.937 0.709 1.421 -0.86 -0.28 0.31
C 2.532 0.292 -1.637 -0.45 -0.18 1.15
C -2.093 0.200 0.723 -2.47 1.34 2.33
C 1.905 0.053 -0.653 -1.37 -1.64 1.96
C -3.988 1.165 2.246 1.23 -0.59 -0.84
C 3.017 0.713 -2.800 0.77 0.56 -2.60
C -0.877 -0.124 0.133 0.43 -0.01 -1.46
C 1.377 -0.561 0.628 2.55 2.77 0.19
N -4.819 1.491 2.969 -0.21 0.15 0.06
N 3.316 1.015 -3.873 0.19 0.11 0.19
O -0.875 -1.328 -0.543 -3.02 -1.04 -1.26
O 1.705 -1.889 0.713 -1.33 0.74 0.28
O 0.121 0.013 1.083 1.16 -2.30 -1.36
I -0.801 1.579 -1.327 0.11 0.15 -0.34
I 2.811 0.500 1.998 -0.52 -0.46 0.04
H -1.872 -1.546 -0.945 3.94 1.08 1.63
H 1.479 -2.282 -0.136 -0.15 -0.40 -0.28


Record 6
15
Properties=species:S:1:pos:R:3:forces:R:3 method="wB97M-V/def2-TZVPD" homo_energy_ev=-9.5 de_lowest_kj_mol=382.52 total_charge=0 smiles=Nc1nc2nonc2nc1N e_lumo_ev=-1.136 multiplicity=1 energy_ha=-558.4025 largest_force_ha_per_bohr=0.1502 orbital_gap_ha=0.308
C -0.561 -0.787 -0.002 -4.33 1.26 -1.62
C 1.722 -0.756 -0.221 -4.22 2.36 1.69
C 1.736 0.697 0.107 -1.92 -0.09 -2.31
C -0.666 0.587 -0.319 2.33 6.24 3.90
H -2.854 -0.898 0.249 5.26 -1.32 -0.43
H -1.893 -2.416 0.172 1.06 1.76 0.16
H -2.626 1.195 0.532 2.13 -0.36 -1.90
H -1.687 2.491 -0.111 -0.08 -3.99 -0.78
N -1.736 -1.373 0.210 -7.13 -1.97 0.90
N 0.465 -1.414 -0.206 6.26 -3.24 -0.05
N 2.863 -1.234 -0.179 4.11 1.16 -0.97
N 2.959 1.194 0.285 -2.11 -3.34 -2.11
N 0.454 1.312 -0.156 -0.24 -0.11 0.47
N -1.894 1.369 -0.254 -0.11 2.51 1.19
O 3.719 0.032 -0.108 -1.02 -0.87 1.85